{
  "formula": "C31H58Cl3N14O2SV",
  "method": "ωB97M-V/def2-TZVPD",
  "charge": 1,
  "total_energy_ev": -132128.7782,
  "lumo_ev": [-3.19, -3.62],
  "gap_ev": [6.63, 6.24],
  "homo_energy_ha": [-0.3607, -0.3625],
  "multiplicity": 4,
  "molar_mass_g_mol": 848.3,
  "max_force_ev_per_a": 2.67,
  "de_lowest_ev": 2.9422,
  "species": ["V", "C", "N", "C", "C", "N", "C", "C", "N", "C", "C", "N", "C", "N", "C", "C", "N", "C", "C", "C", "C", "N", "C", "N", "C", "C", "N", "C", "C", "N", "C", "C", "H", "H", "H", "H", "H", "H", "H", "H", "H", "H", "H", "H", "H", "H", "H", "H", "H", "H", "H", "H", "H", "H", "H", "H", "H", "H", "H", "H", "H", "H", "H", "H", "H", "H", "H", "H", "H", "H", "H", "H", "H", "H", "H", "H", "H", "H", "H", "H", "C", "C", "N", "N", "C", "N", "S", "C", "C", "C", "C", "C", "N", "H", "H", "H", "H", "H", "H", "H", "H", "H", "H", "Cl", "C", "Cl", "Cl", "C", "O", "O"],
  "xyz": [[-0.2451, -0.7384, -0.1699], [-2.1990, -1.4709, -4.0154], [-1.2326, -2.0241, -3.0798], [-0.1432, -2.7082, -3.7586], [-1.8276, -2.6259, -1.9566], [-1.4200, -2.2859, -0.7733], [-1.9163, -3.0326, 0.3723], [-2.0210, -2.1117, 1.5871], [-0.8090, -1.3112, 1.7240], [-0.9594, -0.2697, 2.7479], [-1.9819, 0.8323, 2.4794], [-1.6101, 1.5719, 1.3025], [-1.7608, 2.8585, 1.2709], [-2.5327, 3.5749, 2.1621], [-3.8413, 3.1427, 2.5867], [-2.0381, 4.7723, 2.8067], [-1.2081, 3.5662, 0.2474], [-1.6433, 4.8870, -0.1276], [0.0768, 3.2193, -0.3024], [0.2543, -2.2261, 2.1652], [1.6117, -1.5823, 2.3730], [2.0925, -0.9751, 1.1492], [3.3747, -0.9141, 1.0213], [4.3081, -1.7130, 1.6915], [5.0897, -1.1306, 2.7609], [4.2241, -3.1531, 1.7180], [3.9466, -0.0645, 0.1095], [3.3702, 1.2409, -0.1253], [5.3791, -0.0934, -0.0876], [-2.8574, -3.5246, -2.1617], [-4.2185, -3.2467, -1.7497], [-2.6993, -4.5669, -3.1552], [-2.9531, -0.9090, -3.4683], [-2.6980, -2.2225, -4.6376], [-1.6745, -0.7846, -4.6780], [-0.5086, -3.3954, -4.5323], [0.4418, -3.2704, -3.0345], [0.4980, -1.9690, -4.2422], [-1.2191, -3.8614, 0.5620], [-2.8929, -3.4847, 0.1870], [-2.2083, -2.7090, 2.4959], [-2.8779, -1.4495, 1.4481], [-0.0039, 0.2499, 2.8047], [-1.1872, -0.7420, 3.7154], [-1.9803, 1.4689, 3.3762], [-2.9969, 0.4195, 2.3801], [-4.1787, 2.3131, 1.9703], [-4.5474, 3.9688, 2.4581], [-3.8594, 2.8454, 3.6420], [-0.9672, 4.8655, 2.6353], [-2.2064, 4.6868, 3.8843], [-2.5537, 5.6724, 2.4559], [-0.9961, 5.6672, 0.2812], [-2.6668, 5.0643, 0.1865], [-1.6041, 4.9496, -1.2176], [0.0582, 3.3751, -1.3830], [0.2953, 2.1808, -0.0549], [0.8485, 3.8596, 0.1366], [0.3914, -3.0007, 1.4048], [-0.0362, -2.7090, 3.1119], [2.2736, -2.3660, 2.7515], [1.5798, -0.8058, 3.1449], [4.7879, -1.5621, 3.7235], [4.9110, -0.0581, 2.8060], [6.1586, -1.3188, 2.6113], [3.5027, -3.4998, 0.9806], [3.9547, -3.5476, 2.7078], [5.2055, -3.5672, 1.4594], [2.3629, 1.2695, 0.2861], [3.3564, 1.4721, -1.1948], [3.9703, 2.0045, 0.3789], [5.7466, -1.1127, -0.0249], [5.8992, 0.5154, 0.6556], [5.6109, 0.3131, -1.0728], [-4.2572, -2.3315, -1.1586], [-4.6392, -4.0753, -1.1681], [-4.8514, -3.1039, -2.6351], [-1.6692, -4.9216, -3.1467], [-2.9690, -4.2570, -4.1713], [-3.3401, -5.4021, -2.8716], [0.9143, 1.4947, -3.5511], [0.1795, 0.7840, -2.4500], [0.6879, -0.2196, -1.7583], [1.9087, -0.6633, -2.1378], [2.4807, -1.8376, -1.7853], [3.7308, -2.0427, -2.2620], [1.7012, -3.0400, -0.9600], [-1.1666, 1.0825, -2.0840], [-1.9920, 2.0289, -2.7139], [-3.2992, 2.1684, -2.3159], [-3.7769, 1.3188, -1.3200], [-2.8995, 0.4417, -0.7180], [-1.6160, 0.3250, -1.0517], [1.2082, 0.8157, -4.3545], [0.2809, 2.2584, -3.9866], [1.8084, 1.9977, -3.1765], [2.4728, -0.0403, -2.7134], [4.2959, -1.2657, -2.5667], [4.2083, -2.8749, -1.9557], [-1.6104, 2.6448, -3.5103], [-3.9398, 2.9021, -2.7744], [-4.8088, 1.3520, -1.0116], [-3.2623, -0.1922, 0.0771], [2.4451, 3.9047, 5.0153], [2.4354, 2.5115, 3.9377], [4.0510, 2.3227, 3.2354], [2.0495, 1.0581, 4.8670], [1.4050, 2.6869, 2.6787], [0.9729, 3.8126, 2.5326], [1.2615, 1.6434, 2.0520]],
  "forces_ev_per_angstrom": [[1.8, -0.9, 1.8], [-0.1, 0.0, 0.1], [-0.2, -0.1, -0.1], [0.1, -0.2, 0.0], [0.1, 0.0, 0.3], [-0.8, -0.7, -0.8], [-0.3, -0.6, 0.4], [-0.5, -0.5, -0.3], [-0.5, -0.3, 1.1], [-0.1, 0.8, 0.6], [0.2, 0.0, 0.0], [0.0, 0.2, 0.0], [-0.4, -0.8, 0.3], [0.0, 0.1, 0.0], [0.0, 0.0, -0.1], [0.1, 0.2, 0.0], [0.2, 0.3, -0.2], [-0.1, 0.0, 0.0], [0.2, -0.1, 0.1], [0.9, -0.5, 0.4], [0.0, 0.0, 0.2], [-0.1, 0.2, -0.1], [-0.3, -0.2, 0.0], [-0.3, -0.1, 0.2], [0.1, 0.1, -0.1], [0.0, -0.1, -0.1], [0.2, 0.3, 0.2], [-0.3, 0.1, 0.0], [0.1, -0.1, -0.1], [0.0, 0.1, 0.1], [-0.1, 0.0, 0.0], [0.1, 0.0, -0.1], [-0.1, 0.1, 0.0], [0.0, 0.0, 0.0], [0.0, 0.1, -0.1], [0.0, 0.1, 0.0], [0.0, 0.1, -0.2], [0.1, 0.0, 0.0], [-0.2, 0.1, 0.0], [0.2, 0.0, 0.2], [0.0, 0.2, -0.2], [0.1, -0.1, 0.1], [-0.1, -0.1, 0.2], [0.1, -0.1, -0.1], [-0.1, -0.2, 0.0], [0.0, 0.0, 0.1], [0.0, -0.1, 0.0], [-0.1, 0.0, 0.0], [0.0, 0.0, -0.1], [-0.1, 0.0, 0.1], [0.1, 0.0, 0.0], [0.0, 0.0, 0.0], [0.0, 0.1, 0.0], [0.0, 0.0, 0.1], [0.0, 0.1, -0.1], [0.0, 0.0, -0.1], [0.1, 0.3, 0.0], [0.0, -0.1, -0.1], [-0.1, 0.0, 0.2], [-0.1, 0.0, -0.2], [-0.1, 0.0, 0.0], [-0.1, -0.2, -0.1], [0.0, 0.1, 0.0], [0.1, -0.1, 0.0], [0.0, 0.0, 0.1], [0.0, 0.0, 0.0], [0.0, 0.0, -0.1], [0.0, -0.1, 0.0], [0.1, 0.1, 0.0], [0.0, 0.0, -0.1], [-0.1, 0.1, -0.1], [0.1, 0.0, 0.0], [0.1, 0.1, 0.0], [0.0, 0.1, -0.1], [0.0, 0.0, 0.0], [0.0, 0.1, 0.0], [0.0, 0.0, 0.1], [-0.1, 0.0, -0.1], [0.0, 0.0, 0.0], [0.0, 0.0, 0.0], [-0.2, -0.1, 0.2], [1.3, -0.5, -0.3], [0.7, 1.1, -2.0], [1.3, 0.5, -0.9], [-0.1, -0.7, 0.0], [-0.1, 0.4, -0.2], [-0.2, -0.3, 0.1], [-1.3, 0.3, 0.4], [0.5, -0.2, 0.0], [0.0, -0.4, 0.3], [0.1, 0.1, -0.2], [-0.5, 0.1, 0.0], [-1.2, 1.5, -1.7], [0.0, -0.1, 0.0], [0.0, 0.1, -0.1], [0.1, 0.0, 0.1], [-0.3, -0.1, 0.2], [0.1, -0.1, 0.0], [-0.1, 0.1, 0.0], [0.1, 0.1, -0.1], [-0.1, 0.1, -0.1], [-0.1, 0.0, 0.1], [0.1, 0.0, 0.0], [0.0, -0.1, 0.0], [-0.5, 0.4, -0.3], [0.4, 0.1, -0.1], [-0.1, -0.2, 0.2], [0.9, 0.1, 1.3], [-0.4, 0.8, -0.2], [0.0, -0.9, -0.5]],
  "lowdin_spin": [2.490, 0.002, 0.011, 0.002, 0.030, -0.009, 0.003, 0.008, 0.012, 0.005, 0.001, 0.019, 0.002, 0.001, 0.000, 0.000, 0.001, 0.000, 0.002, 0.007, 0.001, 0.004, 0.000, 0.000, 0.000, 0.000, 0.000, 0.000, 0.000, 0.012, 0.002, 0.001, 0.000, 0.000, 0.001, 0.000, 0.000, 0.000, -0.001, 0.000, 0.001, 0.001, 0.000, 0.000, 0.000, 0.000, 0.000, 0.000, 0.000, 0.000, 0.000, 0.000, 0.000, 0.000, 0.000, 0.001, 0.001, 0.000, 0.001, 0.000, 0.000, 0.000, 0.000, 0.000, 0.000, 0.000, 0.000, 0.000, 0.000, 0.000, 0.000, 0.000, 0.000, 0.000, 0.000, 0.000, 0.001, 0.000, 0.000, 0.001, 0.022, 0.150, -0.002, -0.004, 0.002, 0.001, 0.009, 0.040, 0.022, 0.031, 0.025, 0.032, 0.036, 0.006, 0.000, 0.006, -0.001, 0.000, 0.000, 0.001, 0.001, 0.001, 0.002, 0.000, 0.000, 0.000, 0.000, 0.000, 0.000, 0.000]
}

***

{
  "formula": "C31H58I2N6O5P2STi",
  "method": "ωB97M-V/def2-TZVPD",
  "charge": 2,
  "total_energy_ev": -120988.4243,
  "lumo_ev": [-5.03, -4.78],
  "gap_ev": [7.45, 8.32],
  "homo_energy_ha": [-0.4586, -0.4813],
  "multiplicity": 3,
  "molar_mass_g_mol": 990.5,
  "max_force_ev_per_a": 0.72,
  "de_lowest_ev": 0.0000,
  "species": ["Ti", "I", "C", "I", "H", "H", "C", "C", "C", "C", "N", "C", "C", "H", "H", "H", "H", "H", "H", "H", "C", "N", "C", "C", "C", "N", "C", "O", "N", "H", "H", "H", "H", "H", "H", "H", "O", "S", "C", "C", "C", "C", "H", "H", "H", "H", "H", "H", "H", "H", "C", "C", "P", "C", "C", "C", "C", "H", "H", "H", "H", "H", "H", "H", "H", "H", "H", "H", "H", "H", "H", "H", "N", "C", "C", "C", "N", "H", "H", "H", "H", "C", "C", "O", "P", "O", "C", "C", "O", "C", "C", "H", "H", "H", "H", "H", "H", "H", "H", "H", "H", "H", "H", "H", "H", "H"],
  "xyz": [[-1.0166, 1.3774, -0.4199], [-2.5085, 3.3581, 0.8789], [-0.6103, 1.9135, 3.5673], [0.6229, 1.0803, 2.1769], [-1.6750, 1.8131, 3.4503], [-0.1513, 2.4817, 4.3590], [7.2556, -0.3277, -0.3081], [5.7940, -0.1290, -0.0499], [5.2759, 1.1035, 0.3329], [3.9173, 1.2248, 0.5738], [3.0494, 0.2242, 0.4549], [3.5464, -0.9589, 0.0903], [4.8863, -1.1801, -0.1675], [7.7971, 0.6153, -0.2762], [7.4196, -0.7869, -1.2830], [7.6866, -0.9923, 0.4419], [5.9244, 1.9617, 0.4522], [3.5047, 2.1786, 0.8906], [2.8274, -1.7672, 0.0045], [5.2213, -2.1679, -0.4578], [-5.4139, 0.0644, -0.9798], [-4.7139, -0.2899, 0.2574], [-5.3877, -0.7345, 1.3565], [-4.7471, -0.9926, 2.5135], [-3.3318, -0.8098, 2.5352], [-2.6847, -0.3292, 1.4646], [-3.3726, -0.0674, 0.3631], [-2.7711, 0.3909, -0.6660], [-2.6204, -1.1020, 3.6169], [-6.4365, -0.2926, -0.9029], [-4.9203, -0.4109, -1.8233], [-5.4057, 1.1454, -1.1076], [-6.4535, -0.8636, 1.2338], [-5.2891, -1.3502, 3.3752], [-3.0717, -1.5006, 4.4228], [-1.6106, -1.1962, 3.5543], [0.4844, 2.6693, -0.7420], [0.4192, 4.2207, -0.8820], [0.8402, 4.9174, 0.7371], [2.3236, 5.2723, 0.7142], [2.6355, 5.6947, -0.7183], [2.0350, 4.6041, -1.6019], [0.5259, 4.1817, 1.4754], [0.1948, 5.7909, 0.8412], [2.9215, 4.4019, 0.9889], [2.5348, 6.0596, 1.4359], [3.7033, 5.7870, -0.9113], [2.1812, 6.6626, -0.9405], [2.5988, 3.6719, -1.5296], [1.9041, 4.8737, -2.6478], [-3.8198, 3.9346, -4.0009], [-3.2036, 3.4528, -2.6907], [-1.8691, 2.2114, -2.8469], [-2.6494, 0.9066, -3.8836], [-1.9668, -0.4551, -3.8867], [-0.6902, 3.0428, -3.9833], [0.6270, 2.3179, -4.2244], [-4.6614, 4.5954, -3.7955], [-4.1954, 3.1115, -4.6093], [-3.1077, 4.4994, -4.6019], [-3.9570, 3.0018, -2.0395], [-2.7969, 4.2840, -2.1112], [-2.7100, 1.2948, -4.9038], [-3.6811, 0.8226, -3.5324], [-2.4890, -1.1372, -4.5577], [-0.9352, -0.3895, -4.2326], [-1.9560, -0.8960, -2.8910], [-0.5142, 4.0455, -3.5813], [-1.2173, 3.1952, -4.9281], [1.2093, 2.2428, -3.3052], [1.2300, 2.8513, -4.9593], [0.4723, 1.3079, -4.6057], [-0.4082, -1.6757, -0.8923], [0.2777, -2.5677, -1.6184], [1.1999, -1.8695, -2.3703], [1.0092, -0.5353, -2.0093], [0.0350, -0.4254, -1.1090], [-1.0103, -1.8778, -0.1028], [0.0677, -3.6206, -1.5366], [1.9096, -2.2705, -3.0712], [1.5327, 0.3465, -2.3356], [2.2752, -6.2349, 1.6742], [2.2561, -4.7345, 1.5240], [1.3224, -4.1886, 2.4833], [0.5963, -2.7867, 2.1026], [-0.8636, -3.2594, 1.5538], [-1.6387, -4.3091, 2.1864], [-2.1541, -5.2425, 1.1192], [0.1305, -2.3786, 3.6157], [1.1593, -2.0733, 4.5922], [1.1385, -3.1060, 5.6912], [2.9710, -6.6766, 0.9608], [1.2859, -6.6547, 1.4920], [2.5904, -6.5181, 2.6774], [1.9551, -4.4456, 0.5109], [3.2380, -4.2980, 1.7196], [-2.4528, -3.8285, 2.7304], [-1.0095, -4.8318, 2.9064], [-2.7809, -4.7132, 0.3997], [-2.7532, -6.0351, 1.5676], [-1.3270, -5.7094, 0.5836], [0.9472, -1.0703, 4.9663], [2.1331, -2.0474, 4.0972], [0.1595, -3.1457, 6.1689], [1.8754, -2.8556, 6.4548], [1.3756, -4.0920, 5.2941]],
  "forces_ev_per_angstrom": [[-0.3, 0.6, -0.2], [0.1, -0.1, -0.1], [0.0, 0.0, 0.1], [0.2, -0.1, 0.0], [0.0, 0.0, 0.0], [0.0, 0.0, 0.0], [0.0, 0.0, 0.0], [-0.1, 0.0, 0.0], [0.0, 0.0, 0.0], [0.0, 0.0, 0.0], [-0.1, 0.0, 0.0], [0.0, -0.1, 0.0], [0.0, 0.0, 0.0], [0.0, 0.0, 0.0], [0.0, 0.0, 0.0], [0.0, 0.0, 0.0], [0.0, 0.0, 0.0], [0.0, 0.0, 0.0], [0.0, 0.0, 0.0], [0.0, 0.0, 0.0], [0.0, 0.0, 0.0], [0.1, 0.1, 0.2], [0.0, 0.1, 0.0], [0.0, 0.0, 0.0], [0.0, 0.1, 0.0], [0.0, -0.2, 0.0], [0.0, -0.1, -0.1], [0.2, -0.1, 0.0], [0.1, -0.1, 0.0], [0.0, 0.0, 0.0], [0.0, 0.0, 0.0], [0.0, 0.0, 0.0], [0.0, 0.0, 0.0], [0.0, 0.0, 0.0], [0.0, 0.0, 0.0], [0.0, 0.0, 0.0], [-0.1, -0.2, 0.0], [0.0, -0.2, -0.1], [0.0, 0.0, 0.0], [0.0, 0.0, 0.0], [0.0, 0.0, -0.1], [0.1, 0.1, 0.0], [0.0, 0.0, 0.0], [0.0, 0.0, 0.0], [0.0, 0.0, 0.0], [0.0, 0.0, 0.0], [0.0, 0.0, 0.0], [0.0, 0.0, 0.0], [0.0, 0.0, 0.0], [0.0, 0.0, 0.0], [0.0, 0.0, 0.0], [0.0, 0.0, 0.0], [0.1, -0.2, 0.2], [0.0, 0.1, -0.1], [0.1, 0.0, 0.0], [-0.1, 0.1, 0.0], [0.1, -0.1, 0.0], [0.0, 0.0, 0.0], [0.0, 0.0, 0.0], [0.0, 0.0, 0.0], [0.0, 0.0, 0.0], [0.0, 0.0, 0.0], [0.0, 0.0, 0.0], [0.0, 0.0, 0.0], [0.0, 0.0, 0.0], [0.0, 0.0, 0.0], [0.0, 0.0, 0.0], [0.0, 0.0, 0.0], [0.0, 0.0, 0.0], [0.0, 0.0, 0.0], [0.0, 0.0, 0.0], [0.0, 0.0, 0.0], [0.0, 0.0, 0.1], [0.0, 0.0, 0.0], [-0.1, 0.0, 0.0], [0.0, 0.0, 0.0], [-0.1, 0.2, 0.0], [-0.1, -0.1, 0.0], [0.0, 0.0, 0.0], [0.0, 0.0, 0.0], [0.0, 0.0, 0.0], [0.0, 0.0, 0.0], [0.0, 0.0, 0.0], [0.0, 0.0, 0.0], [0.1, -0.1, 0.1], [0.0, 0.1, -0.1], [0.0, 0.0, 0.0], [0.0, 0.0, 0.0], [-0.1, 0.1, 0.0], [-0.1, 0.0, -0.1], [0.0, 0.0, 0.1], [0.0, 0.0, 0.0], [0.0, 0.0, 0.0], [0.0, 0.0, 0.0], [0.0, 0.0, 0.0], [0.0, 0.0, 0.0], [0.0, 0.0, 0.0], [0.0, 0.0, 0.0], [0.0, 0.0, 0.0], [0.0, 0.0, 0.0], [0.0, 0.0, 0.0], [0.0, 0.0, 0.0], [0.0, 0.0, 0.0], [0.0, 0.0, 0.0], [0.0, 0.0, 0.0], [0.0, 0.0, 0.0]],
  "lowdin_spin": [0.975, 0.033, 0.766, 0.107, 0.036, 0.042, 0.000, 0.000, 0.000, 0.000, -0.003, 0.000, 0.000, 0.000, 0.000, 0.000, 0.000, 0.001, 0.000, 0.000, 0.000, 0.000, 0.000, 0.000, 0.000, 0.000, 0.000, -0.004, 0.003, 0.000, 0.000, 0.000, 0.000, 0.000, 0.000, 0.001, 0.007, 0.001, 0.000, 0.000, 0.000, 0.000, 0.001, 0.000, 0.000, 0.000, 0.000, 0.000, 0.000, 0.000, 0.000, 0.002, -0.003, 0.000, 0.000, -0.002, 0.000, 0.000, 0.000, 0.000, 0.000, 0.000, 0.000, 0.000, 0.000, 0.000, 0.000, 0.000, 0.000, 0.000, 0.000, 0.000, 0.000, 0.008, 0.001, 0.010, 0.008, 0.000, 0.000, 0.000, 0.000, 0.000, 0.000, 0.001, 0.004, 0.000, 0.000, 0.000, 0.001, 0.001, 0.000, 0.000, 0.000, 0.000, 0.000, 0.000, 0.000, 0.000, 0.000, 0.000, 0.000, 0.000, 0.000, 0.000, 0.000, 0.000]
}